(1)
{"formula": "C24H22IN6O4STl", "method": "ωB97M-V/def2-TZVPD", "multiplicity": 1, "max_force_ev_per_a": 8.3, "orbital_gap_ev": [4.0549, 3.1929], "charge": -2, "total_energy_ha": -2425.12416, "e_homo_ev": [-0.06, 0.80], "species": ["Tl", "I", "S", "O", "O", "O", "O", "N", "N", "N", "N", "N", "N", "C", "C", "C", "C", "C", "C", "C", "C", "C", "C", "C", "C", "C", "C", "C", "C", "C", "C", "C", "C", "C", "C", "C", "C", "H", "H", "H", "H", "H", "H", "H", "H", "H", "H", "H", "H", "H", "H", "H", "H", "H", "H", "H", "H", "H", "H"], "coordinates": [[0.000, 0.000, 0.000], [0.628, 1.770, -1.851], [1.727, -3.022, 0.374], [0.453, -3.827, 0.665], [2.691, -3.538, 1.454], [-1.231, -5.083, -1.530], [-1.044, -0.676, 1.501], [3.643, -0.522, 1.483], [3.730, -3.704, -5.254], [-0.250, -1.528, -1.323], [1.810, 0.985, 0.527], [1.181, -1.545, 0.827], [-2.461, -3.834, 2.642], [1.429, -3.212, -2.368], [-0.162, -2.174, -3.648], [0.308, 0.126, -3.119], [-2.318, -3.849, 0.238], [-1.924, -2.577, 2.636], [-1.779, -2.551, 0.282], [2.311, -0.362, 1.001], [-1.543, -1.851, 1.481], [0.032, -1.922, -5.009], [2.330, -3.233, -1.298], [4.420, 0.514, 1.540], [3.697, -3.409, -1.541], [1.891, -3.369, -3.678], [-0.054, -1.158, -2.676], [3.927, 1.856, 1.096], [0.500, 0.379, -4.490], [4.161, -3.566, -2.851], [3.260, -3.547, -3.927], [-2.628, -4.432, 1.452], [2.668, 1.962, 0.631], [-1.747, -1.962, 4.003], [-2.484, -4.629, -1.027], [-1.451, -1.905, -1.011], [0.357, -0.640, -5.431], [4.575, 2.726, 1.139], [-2.977, -4.031, -1.799], [1.184, -3.351, -4.498], [5.221, -3.702, -3.028], [0.774, 1.373, -4.835], [-0.692, -1.743, 4.194], [-2.337, -1.044, 4.091], [3.074, -3.689, -6.049], [4.402, -3.423, -0.720], [0.514, -0.434, -6.486], [-3.117, -5.509, -0.869], [-0.395, -3.187, -3.330], [2.268, 2.906, 0.286], [-2.090, -2.651, 4.783], [-0.535, -4.547, -1.100], [-2.285, -1.842, -1.734], [-3.025, -5.441, 1.511], [5.434, 0.407, 1.909], [-0.798, 1.541, 0.677], [4.734, -3.834, -5.445], [-0.065, -2.731, -5.726], [0.370, -3.073, -2.188]], "lowdin_charge": [0.356, 1.206, 0.727, -0.347, -0.393, -0.079, -0.227, 0.053, 0.062, -0.159, -0.240, -0.209, 0.082, -0.089, -0.123, -0.530, -0.192, -0.241, -0.119, -0.219, -0.359, -0.124, -0.238, -0.234, -0.052, -0.020, -0.298, -0.119, -0.175, -0.048, -0.291, -0.154, -0.337, -0.050, -0.225, -0.172, -0.109, 0.053, 0.099, 0.071, 0.093, 0.072, 0.078, 0.068, 0.088, 0.108, 0.088, 0.105, 0.117, 0.068, 0.057, 0.048, 0.133, 0.089, 0.061, -0.050, 0.085, 0.108, 0.050]}

=====

(2)
{"formula": "C33H34N9O4Zr", "method": "ωB97M-V/def2-TZVPD", "multiplicity": 1, "max_force_ev_per_a": 2.6, "orbital_gap_ev": 7.0039, "charge": 1, "total_energy_ha": -2118.67985, "e_homo_ev": -10.56, "e_above_lowest_kj_mol": 0.00, "species": ["Zr", "O", "O", "O", "O", "N", "N", "N", "N", "N", "N", "N", "N", "N", "C", "C", "C", "C", "C", "C", "C", "C", "C", "C", "C", "C", "C", "C", "C", "C", "C", "C", "C", "C", "C", "C", "C", "C", "C", "C", "C", "C", "C", "C", "C", "C", "C", "H", "H", "H", "H", "H", "H", "H", "H", "H", "H", "H", "H", "H", "H", "H", "H", "H", "H", "H", "H", "H", "H", "H", "H", "H", "H", "H", "H", "H", "H", "H", "H", "H", "H"], "coordinates": [[0.098, -0.592, 0.065], [-0.027, 0.007, -1.937], [-0.904, 1.162, -4.237], [0.008, -0.683, 4.406], [-0.010, -2.657, 0.538], [-2.239, -1.030, 0.113], [2.157, -2.798, -0.284], [-0.466, 4.370, -0.815], [-0.687, -0.390, 2.173], [1.938, 0.027, 1.469], [-2.692, 3.660, 0.026], [1.749, -1.688, -0.923], [-0.785, 3.928, 1.583], [-0.764, 2.060, -0.026], [0.409, 0.842, -4.163], [-1.956, 4.534, -0.939], [1.287, 1.204, -5.190], [3.764, 0.746, 3.460], [-4.120, -1.660, 1.481], [2.590, 0.112, 3.783], [0.221, -0.411, 3.212], [-2.248, 4.049, 1.399], [-2.211, 2.259, -0.194], [3.947, 1.145, 2.118], [2.658, -5.056, 1.425], [-2.793, -1.247, 1.330], [-0.124, 2.949, -1.028], [2.960, -0.119, -4.077], [2.533, -1.234, -1.880], [2.531, 0.608, -5.182], [1.154, -3.239, 0.478], [1.375, -4.493, 1.187], [-0.071, 4.726, 0.554], [-1.950, -0.993, 2.522], [-4.328, -1.489, -0.920], [1.662, -6.604, 2.965], [1.642, -0.111, 2.785], [0.383, -6.098, 2.648], [0.244, -5.000, 1.795], [3.120, 0.644, 1.139], [0.809, 0.104, -2.982], [-0.378, 2.530, 1.327], [2.112, -0.400, -2.934], [2.797, -6.124, 2.339], [-2.993, -1.118, -0.993], [-4.912, -1.747, 0.341], [-1.292, 1.918, -5.385], [-1.767, -1.929, 3.109], [3.970, -0.521, -4.116], [4.465, 0.994, 4.242], [3.291, 0.800, 0.061], [-5.960, -1.947, 0.481], [3.760, -6.534, 2.593], [-2.210, 5.582, -0.753], [-4.964, -1.613, -1.777], [0.967, 2.842, -0.960], [-2.722, 1.568, 0.504], [-2.734, 3.446, 2.143], [-2.512, 1.981, -1.202], [1.772, -7.437, 3.620], [3.192, 0.667, -6.046], [3.464, -4.718, 0.790], [-2.293, 4.229, -1.940], [-0.872, 2.951, -5.368], [0.950, 1.896, -5.956], [-2.356, 1.985, -5.291], [-0.480, -6.564, 3.097], [-0.880, 1.861, 2.048], [-2.562, -0.386, 3.266], [0.706, 2.447, 1.442], [-2.420, -1.025, -1.929], [3.520, -1.695, -1.982], [-1.080, 1.358, -6.320], [0.991, 4.528, 0.704], [-0.495, 2.646, -2.021], [-4.465, -1.929, 2.479], [2.268, -0.201, 4.795], [4.757, 1.813, 1.866], [-0.269, 5.787, 0.749], [-0.698, -4.583, 1.521], [-2.531, 5.100, 1.581]], "lowdin_charge": [1.923, -0.259, -0.092, 0.056, -0.187, -0.018, 0.082, -0.073, -0.135, -0.005, -0.064, -0.170, -0.077, -0.142, -0.202, -0.133, -0.010, -0.004, 0.006, 0.021, -0.461, -0.152, -0.173, -0.031, 0.003, -0.253, -0.167, -0.022, -0.042, -0.077, -0.417, -0.163, -0.168, -0.186, -0.023, -0.072, -0.175, -0.046, -0.024, -0.096, -0.230, -0.191, -0.153, -0.064, -0.105, -0.016, -0.069, 0.148, 0.111, 0.122, 0.121, 0.114, 0.104, 0.126, 0.108, 0.131, 0.122, 0.116, 0.124, 0.098, 0.116, 0.103, 0.125, 0.114, 0.108, 0.085, 0.102, 0.110, 0.157, 0.112, 0.122, 0.144, 0.111, 0.122, 0.118, 0.132, 0.143, 0.115, 0.131, 0.105, 0.132]}

=====

(3)
{"formula": "C5H9NO", "method": "ωB97M-V/def2-TZVPD", "multiplicity": 1, "max_force_ev_per_a": 1.1, "orbital_gap_ev": 11.5556, "total_energy_ha": -325.89813, "e_homo_ev": -10.84, "e_above_lowest_kj_mol": 103.51, "species": ["O", "N", "C", "C", "C", "C", "C", "H", "H", "H", "H", "H", "H", "H", "H", "H"], "coordinates": [[-0.616, -1.910, -0.604], [-1.665, 2.657, 0.180], [-1.730, 1.509, 0.051], [-0.387, -0.523, -0.427], [1.922, 0.419, 0.124], [-1.772, 0.053, -0.110], [0.649, -0.220, 0.675], [2.647, 0.626, 0.917], [0.220, -2.319, -0.862], [-0.042, -0.077, -1.374], [1.690, 1.370, -0.370], [2.411, -0.229, -0.614], [-2.471, -0.202, -0.913], [-2.146, -0.400, 0.815], [0.215, 0.445, 1.432], [0.874, -1.163, 1.187]], "nbo_charge": [-0.716, -0.327, 0.286, 0.117, -0.607, -0.525, -0.438, 0.217, 0.473, 0.164, 0.214, 0.198, 0.259, 0.254, 0.214, 0.215]}